DFT (ωB97M-V with the def2-TZVPD basis set) results for 7 unconnected molecules or ions with the total composition C41H81N6O24PS.

```
! wB97M-V def2-TZVPD RIJCOSX def2/J DEFGRID3
* xyz 0 1
C -2.7544 -0.5977 -1.1886
C -2.2688 -1.4445 -2.2113
C -1.4199 -2.8170 -1.9540
C -1.8814 -3.7736 -3.1944
C -0.7082 -4.1011 -4.2286
O 0.2703 -5.0579 -3.7619
C -1.4297 -4.8062 -5.5113
N -2.3078 -3.8725 -6.2802
C -1.9217 -3.3643 -0.5407
C -1.6572 -4.9039 -0.2194
N -1.4739 -5.0083 1.2910
N -2.9486 -5.6475 -0.5115
N -0.5705 -5.5746 -0.9418
O 0.0079 -2.6289 -2.0885
C 0.5830 -1.7703 -1.0881
C 1.3715 -2.7200 -0.0432
C 1.8785 -1.9034 1.2765
C 3.4162 -2.2746 1.6329
S 3.7288 -4.1018 1.7285
C 1.5476 -0.6027 -1.7172
O 2.9063 -1.1430 -1.5978
O 1.3126 0.5536 -0.9151
C 1.6931 1.8182 -1.4145
O 0.7035 2.4632 -2.2789
C 1.7249 2.8031 -0.0909
O 1.0303 2.1687 0.9999
C -0.1842 2.8599 1.3749
C -1.4844 2.0053 0.9011
C -1.8011 0.9885 2.1351
C 3.1416 1.9777 -2.0519
C 4.4845 1.5474 -1.3942
C 5.8051 1.8319 -2.1760
N 5.9487 2.4766 -3.4327
C 4.6957 2.8665 -4.0328
C 3.2764 2.6941 -3.4474
P 1.2369 -0.4874 -3.5808
N -0.1769 0.1154 -4.0189
H -3.7586 -0.0653 -1.3712
H -2.1983 -0.5004 -0.2041
H -2.5165 -1.1807 -3.3033
H -2.7125 -3.2529 -3.8051
H -2.3251 -4.7642 -2.8491
H -0.2750 -3.1259 -4.6288
H 0.3732 -5.8007 -4.3956
H -0.6382 -5.2852 -6.2070
H -2.0045 -5.7091 -5.0645
H -3.2573 -4.0152 -5.8771
H -2.3935 -4.3048 -7.2221
H -3.0660 -3.2053 -0.5141
H -1.5280 -2.7521 0.3579
H -2.2988 -4.4857 1.6564
H -1.6862 -5.9928 1.5081
H -3.7227 -5.1907 0.0040
H -2.8573 -6.6277 -0.2036
H 0.2396 -4.9795 -1.1347
H -0.8815 -6.1100 -1.7566
H -0.2003 -1.2238 -0.4355
H 0.6406 -3.5042 0.3926
H 2.2037 -3.3357 -0.5263
H 1.6908 -0.7816 1.2055
H 1.2725 -2.2664 2.1924
H 3.6096 -1.8526 2.6867
H 4.1772 -1.7992 0.9295
H 5.0497 -4.3850 1.3430
H 3.3215 -0.8267 -0.7692
H 0.9109 3.4158 -2.3674
H 2.8284 2.8974 0.2472
H 1.3834 3.8626 -0.3316
H -0.2164 2.8439 2.5314
H -0.2301 3.9600 1.0793
H -1.1667 1.4448 -0.0396
H -2.3682 2.7116 0.7595
H -1.0421 0.1184 2.1417
H -2.8102 0.5027 1.8603
H -1.8691 1.5267 3.1362
H 4.4732 1.0389 -0.3632
H 6.7752 1.4894 -1.6599
H 4.7563 3.3775 -5.0626
H 2.3865 3.0861 -4.0339
H 1.3162 -1.8319 -4.1223
H 2.3718 0.1996 -4.1447
H -0.0221 0.9431 -4.6164
C 4.4041 -3.6321 -5.8013
O 4.2562 -2.2172 -5.6982
C 5.3569 -1.5216 -6.0305
O 6.4088 -1.9883 -6.3922
O 5.0795 -0.2154 -5.8885
C 6.1639 0.6558 -6.2080
H 3.4573 -4.0879 -5.5096
H 4.6253 -3.9225 -6.8308
H 5.1827 -3.9887 -5.1235
H 6.4584 0.5367 -7.2533
H 7.0127 0.4723 -5.5462
H 5.8275 1.6797 -6.0543
C 0.6382 -5.6817 4.0869
O 0.5214 -5.0239 5.3496
C -0.7341 -4.9479 5.8164
O -1.7220 -5.3756 5.2701
O -0.7001 -4.3114 7.0001
C -1.9760 -4.1578 7.6177
H 1.6923 -5.6856 3.8072
H 0.2969 -6.7170 4.1588
H 0.0794 -5.1428 3.3180
H -2.4217 -5.1321 7.8295
H -2.6387 -3.5583 6.9895
H -1.8279 -3.6333 8.5622
C 4.0120 8.5232 2.2662
O 3.8152 7.1956 1.7822
C 4.6811 6.8248 0.8238
O 5.5674 7.5032 0.3688
O 4.3854 5.5643 0.4620
C 5.2326 5.0325 -0.5593
H 3.2601 8.7130 3.0327
H 5.0006 8.6258 2.7188
H 3.8776 9.2503 1.4624
H 6.2697 4.9959 -0.2184
H 5.1466 5.6198 -1.4760
H 4.9082 4.0153 -0.7743
C 4.7028 3.2325 2.3834
O 5.4846 2.9895 3.5523
C 6.7923 2.8103 3.3092
O 7.3225 2.8393 2.2247
O 7.4081 2.5931 4.4828
C 8.8152 2.3845 4.3751
H 3.6656 3.3619 2.6949
H 5.0286 4.1439 1.8863
H 4.7545 2.3796 1.7016
H 9.3045 3.2655 3.9543
H 9.0286 1.4992 3.7722
H 9.2053 2.2199 5.3800
C -8.3108 1.6226 2.1975
O -7.9899 0.6894 3.2288
C -6.7281 0.2325 3.1849
O -5.8897 0.5414 2.3745
O -6.5618 -0.6296 4.2020
C -5.2556 -1.1979 4.2782
H -9.3506 1.9234 2.3302
H -7.6819 2.5123 2.2736
H -8.2084 1.1600 1.2135
H -4.5052 -0.4201 4.4366
H -5.0319 -1.7725 3.3766
H -5.2364 -1.8753 5.1326
C -11.2177 5.1848 4.1306
O -11.6766 5.9865 3.0435
C -11.6553 5.3646 1.8535
O -11.2927 4.2314 1.6522
O -12.1080 6.2244 0.9267
C -12.1407 5.6937 -0.3970
H -11.2788 5.7870 5.0375
H -11.8531 4.3054 4.2562
H -10.1765 4.8909 3.9803
H -12.8127 4.8346 -0.4515
H -11.1363 5.4200 -0.7275
H -12.5215 6.4723 -1.0587
*
```

The frontier orbital gap comes out at 7.645 eV. The LUMO energy comes out at -0.4 eV. As for the SMILES: C=C[C@](C[C@@H](O)CN)(CC(N)(N)N)O[C@@H](CCCS)[C@](O)(O[C@@](O)(COCCC)c1ccncc1)[PH2]=N.COC(=O)OC.COC(=O)OC.COC(=O)OC.COC(=O)OC.COC(=O)OC.COC(=O)OC.

***

DFT (ωB97M-V with the def2-TZVPD basis set) results for 7 unconnected molecules or ions with the total composition C8H31NO7.

```
! wB97M-V def2-TZVPD RIJCOSX def2/J DEFGRID3
* xyz 1 2
C 15.3918 -38.7375 -6.8918
C 16.1156 -37.9997 -8.0457
C 15.3297 -36.6296 -8.4425
O 15.8569 -35.8285 -9.4898
C 15.2332 -34.6250 -9.7835
N 17.5246 -37.7662 -7.6677
H 14.3523 -38.9496 -7.1417
H 15.3003 -38.1128 -6.0033
H 15.8994 -39.6403 -6.5523
H 16.1024 -38.6829 -8.8949
H 15.1237 -36.1854 -7.4687
H 14.3166 -36.8331 -8.7893
H 15.0732 -33.9012 -8.9844
H 14.2148 -34.8938 -10.0640
H 15.4709 -34.2536 -10.7804
H 18.0655 -37.3721 -8.4242
H 17.5865 -37.0227 -6.9870
O 20.3489 -31.6877 -10.8865
H 21.1046 -31.9201 -10.3469
H 20.3445 -32.3399 -11.5870
O 18.6944 -35.0235 -8.2044
H 18.8313 -34.2026 -7.7314
H 17.7591 -35.0303 -8.4076
C 14.2655 -28.7845 -10.2046
O 13.8146 -29.3570 -8.9707
H 13.6980 -29.2572 -11.0063
H 14.0768 -27.7282 -10.3962
H 15.3103 -28.9037 -10.4912
H 12.8700 -29.5023 -9.0617
C 15.7349 -28.0649 -6.5338
O 15.0427 -27.1891 -7.4668
H 15.1585 -28.9206 -6.1819
H 16.6121 -28.6060 -6.8883
H 15.8942 -27.5110 -5.6087
H 14.5764 -27.7614 -8.0804
C 16.7117 -31.0281 -9.1178
O 17.4864 -32.1535 -8.7850
H 17.2139 -30.0632 -9.0486
H 16.3447 -31.2850 -10.1115
H 15.8657 -30.9560 -8.4342
H 18.4023 -31.9261 -8.9611
C 15.7978 -32.8873 -6.1449
O 15.7060 -31.5414 -5.7012
H 15.2172 -32.8426 -7.0663
H 16.7616 -33.3155 -6.4202
H 15.4847 -33.5427 -5.3322
H 14.8720 -31.5623 -5.2263
*
```

The frontier orbital gap (spin up / spin down) comes out at 8.620 / 2.599 eV. The LUMO energy (spin up / spin down) comes out at -2.8 / -8.8 eV.

***

DFT (ωB97M-V with the def2-TZVPD basis set) results for 2 unconnected molecules or ions with the total composition C2H9N3.

```
! wB97M-V def2-TZVPD RIJCOSX def2/J DEFGRID3
* xyz 0 1
C -2.5944 -0.9437 0.2168
N -1.7177 -1.2694 1.0430
H -2.8203 0.1056 0.0118
H -3.3307 -1.5540 -0.3307
H -1.8010 -2.0197 1.7221
N 1.8739 1.8600 -0.4573
C 1.6135 0.3571 -0.6538
N 0.9539 -0.2576 0.4212
H 1.7344 2.2580 -1.3805
H 1.0388 2.1429 0.0493
H 0.9668 0.3841 -1.5334
H 2.5663 -0.1154 -0.8672
H 1.5467 -0.4981 1.1969
H -0.0302 -0.4500 0.5616
*
```

The frontier orbital gap comes out at 9.107 eV. The LUMO energy comes out at 0.7 eV. As for the SMILES: C=N.NCN. The calculation puts the energy relative to the best compared isomer or geometry (same formula, charge and spin) at 55.6 kcal per mole.

***

DFT (ωB97M-V with the def2-TZVPD basis set) results for a single C5H5FIN molecule.

```
! wB97M-V def2-TZVPD RIJCOSX def2/J DEFGRID3
* xyz 0 1
C -0.5534 -1.3614 1.0796
C -0.6802 -1.6908 -0.2387
C -0.2865 -0.5573 -1.0233
C 0.2338 0.4430 -0.0380
C 0.7845 1.8561 -0.2890
N 0.0192 -0.1611 1.1996
F -1.3670 -2.8267 -0.5763
I -0.5391 -0.3037 -3.0737
H -0.7036 -2.0818 1.8036
H 1.7412 1.9320 -0.7019
H 0.1574 2.3642 -0.8995
H 0.8177 2.2864 0.6933
H 0.3760 0.1011 2.0642
*
```

The frontier orbital gap comes out at 8.741 eV. The LUMO energy comes out at 0.6 eV. As for the SMILES: Cc1[nH]cc(F)c1I. The calculation puts the energy relative to the best compared isomer or geometry (same formula, charge and spin) at 6.0 kcal per mole.

***

DFT (ωB97M-V with the def2-TZVPD basis set) results for a molecular structure, C24H35ClSbSe4Tc.

```
! wB97M-V def2-TZVPD RIJCOSX def2/J DEFGRID3
* xyz 2 1
Tc -0.4478 -0.6243 0.1370
C 0.9561 -1.4566 -1.2951
C 0.9879 -0.0353 -1.4719
C 1.4154 0.5283 -0.2009
C 1.7033 -0.6009 0.6443
C 1.4179 -1.8319 -0.0031
C 1.7426 -3.2300 0.4571
C 3.0938 -3.5983 -0.1773
C 0.6630 -4.2058 -0.0142
C 1.8615 -3.2891 1.9791
C 1.7017 1.9570 0.2702
C 0.4819 2.8689 0.1275
C 2.0755 1.9595 1.7588
C 2.9259 2.5225 -0.4783
C 0.6301 0.5320 -2.8625
C 1.2271 -0.4275 -3.9137
C 1.2059 1.9107 -3.1789
C -0.8905 0.5696 -3.0582
H 0.6340 -2.1600 -2.0467
H 2.1173 -0.5198 1.6354
H 3.0484 -3.5421 -1.2640
H 3.3609 -4.6180 0.0971
H 3.8863 -2.9352 0.1684
H 0.6459 -4.3000 -1.0993
H -0.3291 -3.8910 0.3206
H 0.8555 -5.1974 0.3933
H 2.6047 -2.5885 2.3607
H 2.1784 -4.2861 2.2831
H 0.8996 -3.0933 2.4659
H -0.2505 2.6418 0.9056
H -0.0151 2.7676 -0.8335
H 0.7812 3.9108 0.2433
H 1.2973 1.5190 2.3908
H 2.1971 2.9926 2.0824
H 3.0170 1.4458 1.9515
H 2.6612 2.9768 -1.4251
H 3.6706 1.7485 -0.6636
H 3.3975 3.2928 0.1302
H 2.2804 -0.6237 -3.7193
H 1.1492 0.0325 -4.8978
H 0.6987 -1.3779 -3.9638
H 2.2936 1.8882 -3.1821
H 0.8697 2.6972 -2.5136
H 0.8850 2.1835 -4.1838
H -1.3376 -0.4162 -2.9095
H -1.1201 0.8688 -4.0806
H -1.3682 1.2914 -2.3924
Se -1.6213 -1.8272 5.5856
Sb -2.2091 0.5653 5.7186
Se -1.8338 -2.2547 3.2868
Se -0.4674 -0.5161 2.5606
Se -1.9466 1.2653 3.3954
Cl -5.0632 -1.3504 1.6472
C -4.5748 0.2815 1.3308
C -5.3863 1.3030 1.8008
C -5.0366 2.6237 1.5678
C -3.8860 2.9276 0.8490
C -3.0849 1.9033 0.3852
C -3.3930 0.5590 0.6318
C -2.4710 -0.4870 0.1833
H -6.2958 1.0576 2.3298
H -5.6786 3.4154 1.9262
H -3.6284 3.9558 0.6404
H -2.1944 2.1310 -0.1827
H -2.1106 -0.3054 -0.8889
H -2.8783 -1.5045 0.2590
*
```

The frontier orbital gap comes out at 5.277 eV. The LUMO energy comes out at -8.8 eV. The calculation puts the energy relative to the best compared isomer or geometry (same formula, charge and spin) at 26.8 kcal per mole.

***

DFT (ωB97M-V with the def2-TZVPD basis set) results for a molecular structure, C11H7F6IN5O4S2W.

```
! wB97M-V def2-TZVPD RIJCOSX def2/J DEFGRID3
* xyz 1 1
W 0.1414 -0.5214 0.9586
I 0.2230 0.3932 3.6573
C -0.6582 -1.3340 2.7206
H -1.7171 -1.3041 2.9457
H -0.1371 -2.2106 3.0964
N -2.4216 -5.2710 -2.8680
C -1.8264 -4.3991 -2.4108
N -1.1632 -3.3831 -1.9142
C -0.7371 -2.7359 -1.0108
N -0.2443 -2.0144 -0.1669
F 5.4008 -0.8486 1.1549
C 4.4321 -0.1740 1.7159
F 4.6400 1.1151 1.6874
F 4.2251 -0.5833 2.9518
S 2.8247 -0.5879 0.7735
O 1.9271 0.6392 0.7819
O 2.0771 -1.5246 1.6426
N 2.9853 -1.2322 -0.6029
S 3.7548 -0.3370 -1.7526
O 4.4473 -1.1952 -2.6345
O 4.3698 0.7883 -1.1178
C 2.2869 0.3425 -2.7182
F 2.1682 -0.2883 -3.8663
F 2.4643 1.6334 -2.9218
F 1.1365 0.1767 -2.0233
N -1.1911 0.5194 0.6084
C -2.2937 1.3072 0.3714
C -2.1341 2.6808 0.1740
C -3.2573 3.4569 -0.0402
C -4.5180 2.8708 -0.0497
C -4.6669 1.5018 0.1388
C -3.5551 0.7072 0.3456
H -1.1429 3.1138 0.1841
H -3.1519 4.5208 -0.1992
H -5.3929 3.4863 -0.2082
H -5.6510 1.0549 0.1192
H -3.6444 -0.3635 0.4774
*
```

The frontier orbital gap comes out at 7.042 eV. The LUMO energy comes out at -5.6 eV.

***

DFT (ωB97M-V with the def2-TZVPD basis set) results for a molecular structure, C2H4N4.

```
! wB97M-V def2-TZVPD RIJCOSX def2/J DEFGRID3
* xyz 0 1
C -0.4926 1.0111 0.0894
C -1.5312 -0.6445 0.0035
H 2.2972 0.0912 1.0326
H 2.0047 -0.5630 -0.6423
H -0.0846 1.9373 -0.3407
H -2.3004 -1.4670 -0.3685
N 1.7089 0.0869 -0.0260
N 0.3477 -0.0836 -0.0451
N -1.6590 0.7032 0.1077
N -0.2908 -1.0718 0.1894
*
```

The frontier orbital gap comes out at 9.814 eV. The LUMO energy comes out at 0.7 eV. The calculation puts the energy relative to the best compared isomer or geometry (same formula, charge and spin) at 97.9 kcal per mole.

***

DFT (ωB97M-V with the def2-TZVPD basis set) results for 2 unconnected molecules or ions with the total composition C7H15N4S.

```
! wB97M-V def2-TZVPD RIJCOSX def2/J DEFGRID3
* xyz 1 1
C 0.2006 -2.6663 0.6310
C 0.3943 1.4628 -1.8063
C 1.3512 0.6400 -2.2044
C -0.3862 1.0382 0.5851
C 2.2723 -0.0594 -1.2723
C -0.0964 1.3226 2.0247
C -2.5840 -0.5471 1.4684
N 0.1885 -1.5165 0.7174
N 0.3048 1.6448 -0.3423
N 0.0859 -3.9898 0.6024
N -0.6218 2.2841 -2.3762
S -1.6939 0.0818 -0.0578
H 1.5861 0.6162 -3.2603
H 2.5920 0.6552 -0.4673
H 3.2553 -0.3322 -1.6590
H 1.9145 -0.9330 -0.7571
H 0.2465 0.4104 2.5680
H -1.0016 1.7144 2.4895
H 0.7202 1.9630 2.0856
H -2.7284 -1.5107 1.0504
H -3.2307 0.2481 1.5934
H -1.7682 -0.5512 2.1836
H 1.0247 2.3064 0.0029
H 0.5142 -4.5840 1.2787
H -0.3171 -4.4672 -0.2693
H -1.0671 1.9880 -3.1327
H -1.1556 2.7814 -1.6762
*
```

The frontier orbital gap comes out at 8.734 eV. The LUMO energy comes out at -3.2 eV. The calculation puts the energy relative to the best compared isomer or geometry (same formula, charge and spin) at 0.0 kcal per mole.

***

> What is the formula in the fourth record?

C5H5FIN